(1)
Density functional theory data (wB97M-V/def2-TZVPD) for C27H9Br2Cl68N3O3S as an isolated structure in a non-equilibrium geometry.

Calculated values
energy relative to the best compared isomer or geometry (same formula, charge and spin): 5.866 eV
energy: -1041186.7145 eV
LUMO level: -1.76 eV

```
! RIJCOSX wB97M-V def2-TZVPD def2/J DEFGRID3
* xyz 0 1
C 0.925 3.158 4.064
C -0.289 2.874 3.035
C -0.228 1.336 2.495
O 0.704 1.191 1.367
C -0.140 1.345 0.196
C 0.676 1.458 -1.177
C 1.473 2.807 -1.495
Br 1.485 4.279 -0.168
C 2.252 2.939 -2.818
O 3.040 4.065 -3.239
N 2.364 5.252 -3.159
O 1.253 5.179 -3.580
C 2.186 1.713 -3.812
N 2.768 1.542 -5.122
S 2.339 0.004 -5.757
N 1.406 -0.701 -4.491
C 1.417 0.367 -3.528
C 0.643 0.245 -2.135
Br -0.275 -1.468 -1.808
H 0.684 2.568 5.022
H 0.997 4.288 4.233
H 1.885 2.774 3.561
H -0.157 3.577 2.122
H -1.321 3.098 3.497
H -1.310 1.100 2.140
H -0.009 0.599 3.338
H -0.926 0.507 0.092
H -0.694 2.358 0.322
C 0.989 8.330 1.121
Cl 1.723 9.753 1.891
Cl 1.417 6.871 2.042
Cl -0.778 8.517 1.093
Cl 1.595 8.178 -0.543
C -0.663 -1.140 6.235
Cl -1.321 -2.719 6.714
Cl 0.905 -1.373 5.426
Cl -1.796 -0.341 5.125
Cl -0.438 -0.129 7.679
C -5.854 0.946 4.488
Cl -6.513 -0.633 4.967
Cl -4.290 0.713 3.676
Cl -6.985 1.747 3.377
Cl -5.627 1.955 5.932
C 7.421 2.523 -5.796
Cl 6.292 3.182 -4.593
Cl 7.077 0.796 -6.052
Cl 7.230 3.399 -7.331
Cl 9.088 2.709 -5.214
C -3.594 10.524 -0.724
Cl -3.464 9.346 -2.048
Cl -5.124 11.419 -0.870
Cl -3.556 9.669 0.834
Cl -2.232 11.662 -0.808
C -6.215 9.207 -5.175
Cl -6.926 7.645 -4.716
Cl -4.618 8.939 -5.906
Cl -7.275 10.018 -6.348
Cl -6.041 10.225 -3.730
C 3.473 -4.583 -3.595
Cl 3.057 -3.069 -2.765
Cl 5.241 -4.721 -3.710
Cl 2.833 -5.956 -2.668
Cl 2.769 -4.599 -5.236
C -1.165 -5.400 -2.905
Cl -2.795 -4.934 -3.442
Cl 0.060 -4.639 -3.943
Cl -0.913 -4.853 -1.236
Cl -0.995 -7.167 -2.998
C -6.968 2.447 9.622
Cl -7.854 3.124 11.005
Cl -6.868 0.681 9.789
Cl -7.821 2.851 8.116
Cl -5.329 3.131 9.575
C 4.691 0.470 2.954
Cl 3.759 1.083 1.572
Cl 5.338 1.839 3.885
Cl 3.644 -0.515 4.004
Cl 6.035 -0.530 2.359
C -0.125 -11.297 -3.925
Cl -0.626 -9.778 -3.148
Cl 1.647 -11.348 -4.038
Cl -0.696 -12.674 -2.957
Cl -0.825 -11.387 -5.555
C -1.680 -14.797 -7.487
Cl -3.306 -14.327 -8.028
Cl -0.463 -14.033 -8.533
Cl -1.438 -14.263 -5.810
Cl -1.513 -16.564 -7.578
C -4.827 -13.623 -2.805
Cl -4.107 -12.232 -1.966
Cl -4.503 -15.105 -1.880
Cl -6.583 -13.385 -2.945
Cl -4.117 -13.771 -4.427
C 7.493 -0.689 -1.821
Cl 6.039 -1.614 -2.271
Cl 7.930 0.426 -3.135
Cl 7.170 0.239 -0.337
Cl 8.836 -1.818 -1.532
C 3.320 -5.838 1.503
Cl 3.774 -4.264 2.191
Cl 4.768 -6.643 0.859
Cl 2.592 -6.852 2.769
Cl 2.146 -5.595 0.191
C -9.478 7.199 10.795
Cl -11.155 7.325 11.369
Cl -8.391 6.976 12.183
Cl -9.330 5.808 9.699
Cl -9.035 8.686 9.928
C 8.525 4.016 -1.138
Cl 9.456 4.582 -2.541
Cl 6.834 3.760 -1.612
Cl 9.213 2.488 -0.550
Cl 8.601 5.238 0.151
*
```

---

(2)
Density functional theory data (wB97M-V/def2-TZVPD) for C28H14Cl2IrN6O8S2 as an isolated structure in a non-equilibrium geometry.

Calculated values
energy relative to the best compared isomer or geometry (same formula, charge and spin): 0.000 eV
energy: -104139.1619 eV
LUMO level (alpha / beta): -0.34 / -2.72 eV
expectation value of S²: 0.77

```
! RIJCOSX wB97M-V def2-TZVPD def2/J DEFGRID3
* xyz 0 2
Ir 0.198 -0.510 -0.844
N 0.185 -3.700 0.757
C 1.025 -3.460 -0.236
N 1.082 -2.350 -0.959
C 1.952 -2.480 -2.045
C 2.665 -3.618 -2.069
S 2.213 -4.627 -0.740
C 1.812 -1.452 -3.074
C 2.349 -1.371 -4.304
S 1.593 -0.097 -5.198
C 0.576 0.261 -3.843
N 0.843 -0.494 -2.799
N -0.388 1.185 -3.881
H -0.726 -3.164 0.845
H 0.192 -4.622 1.159
H 3.370 -3.953 -2.810
H 3.086 -2.008 -4.761
H -0.488 1.793 -4.672
H -0.891 1.399 -3.028
Cl -1.123 4.226 -1.912
C 0.312 3.675 -1.136
C 1.299 4.547 -0.761
C 2.452 4.084 -0.091
Cl 3.620 5.266 0.390
C 2.653 2.752 0.182
C 3.778 2.164 0.892
C 3.721 0.890 1.283
C 2.499 0.070 1.007
N 1.765 0.521 -0.127
C 1.664 1.850 -0.280
C 0.446 2.291 -0.872
O -0.488 1.424 -1.073
H 1.189 5.604 -0.956
H 4.641 2.777 1.110
H 4.524 0.429 1.839
H 2.711 -0.994 0.906
O -5.971 -0.222 -2.457
C -4.943 -0.375 -1.862
C -3.712 -1.133 -2.346
O -3.596 -1.721 -3.392
C -2.672 -0.939 -1.311
C -3.187 -0.213 -0.242
O -2.585 0.181 0.870
C -4.581 0.177 -0.488
O -5.310 0.807 0.240
O -1.480 -1.405 -1.539
O 1.638 0.217 2.202
C 0.363 -0.153 2.136
N -0.279 -0.607 1.124
C -1.699 -0.991 1.526
O -1.998 -2.194 1.273
C -1.743 -0.492 2.963
C -2.775 -0.517 3.876
C -2.509 -0.060 5.162
C -1.242 0.394 5.526
C -0.201 0.405 4.608
C -0.484 -0.044 3.329
H -3.757 -0.870 3.590
H -3.302 -0.055 5.899
H -1.072 0.743 6.536
H 0.787 0.754 4.877
*
```

---

(3)
Density functional theory data (wB97M-V/def2-TZVPD) for C28H15AsCl3CoF11N4S2Se as an isolated structure.

Calculated values
energy: -288170.0934 eV
LUMO level (alpha / beta): -6.78 / -9.26 eV
expectation value of S²: 8.83

```
! RIJCOSX wB97M-V def2-TZVPD def2/J DEFGRID3
* xyz 2 6
Co -0.123 0.394 1.035
S -6.758 2.818 -0.132
C -6.998 4.323 0.609
C -5.878 4.777 1.243
C -4.805 3.872 1.119
C -5.123 2.746 0.393
C -4.265 1.630 0.060
C -2.985 1.515 0.674
N -2.145 0.548 0.426
C -2.487 -0.404 -0.488
C -3.727 -0.394 -1.140
C -4.021 -1.406 -2.126
C -3.104 -2.327 -2.464
C -1.800 -2.317 -1.844
C -0.794 -3.185 -2.204
C 0.477 -3.091 -1.606
C 0.663 -2.079 -0.614
N -0.284 -1.266 -0.253
C -1.513 -1.354 -0.848
C 1.566 -3.920 -1.958
C 2.896 -3.857 -1.471
C 3.720 -4.806 -2.032
C 3.040 -5.609 -2.951
S 1.411 -5.201 -3.125
C -4.615 0.637 -0.838
H -7.959 4.812 0.551
H -5.832 5.720 1.769
H -3.823 4.054 1.536
H -2.671 2.255 1.401
H -4.992 -1.390 -2.608
H -3.312 -3.072 -3.221
H -0.990 -3.924 -2.974
H 1.627 -1.935 -0.146
H 3.230 -3.135 -0.738
H 4.769 -4.927 -1.801
H 3.456 -6.428 -3.526
H -5.574 0.670 -1.344
N 0.004 -0.872 2.783
H -0.019 -0.281 3.610
H 0.861 -1.416 2.840
H -0.766 -1.529 2.869
F 7.414 -2.225 2.709
C 6.385 -1.518 2.302
C 6.556 -0.192 1.941
F 7.753 0.357 2.013
C 5.470 0.539 1.507
F 5.668 1.797 1.168
C 4.190 -0.026 1.429
Se 2.757 0.994 0.830
C 4.063 -1.366 1.809
F 2.867 -1.988 1.759
C 5.131 -2.112 2.232
F 4.983 -3.389 2.565
F 0.188 1.828 -0.410
As 0.571 1.861 -2.241
F 1.976 2.722 -1.805
F 1.416 0.375 -1.960
F 0.924 1.846 -3.897
F -0.871 0.931 -2.451
F -0.350 3.290 -2.272
Cl 1.627 4.845 0.683
C 0.504 4.686 2.007
Cl 1.170 5.284 3.508
Cl -1.038 5.463 1.634
C 0.243 3.237 2.183
N 0.046 2.115 2.289
*
```

---

Copy entry 3 word for word.
Density functional theory data (wB97M-V/def2-TZVPD) for C28H15AsCl3CoF11N4S2Se as an isolated structure.

Calculated values
energy: -288170.0934 eV
LUMO level (alpha / beta): -6.78 / -9.26 eV
expectation value of S²: 8.83

```
! RIJCOSX wB97M-V def2-TZVPD def2/J DEFGRID3
* xyz 2 6
Co -0.123 0.394 1.035
S -6.758 2.818 -0.132
C -6.998 4.323 0.609
C -5.878 4.777 1.243
C -4.805 3.872 1.119
C -5.123 2.746 0.393
C -4.265 1.630 0.060
C -2.985 1.515 0.674
N -2.145 0.548 0.426
C -2.487 -0.404 -0.488
C -3.727 -0.394 -1.140
C -4.021 -1.406 -2.126
C -3.104 -2.327 -2.464
C -1.800 -2.317 -1.844
C -0.794 -3.185 -2.204
C 0.477 -3.091 -1.606
C 0.663 -2.079 -0.614
N -0.284 -1.266 -0.253
C -1.513 -1.354 -0.848
C 1.566 -3.920 -1.958
C 2.896 -3.857 -1.471
C 3.720 -4.806 -2.032
C 3.040 -5.609 -2.951
S 1.411 -5.201 -3.125
C -4.615 0.637 -0.838
H -7.959 4.812 0.551
H -5.832 5.720 1.769
H -3.823 4.054 1.536
H -2.671 2.255 1.401
H -4.992 -1.390 -2.608
H -3.312 -3.072 -3.221
H -0.990 -3.924 -2.974
H 1.627 -1.935 -0.146
H 3.230 -3.135 -0.738
H 4.769 -4.927 -1.801
H 3.456 -6.428 -3.526
H -5.574 0.670 -1.344
N 0.004 -0.872 2.783
H -0.019 -0.281 3.610
H 0.861 -1.416 2.840
H -0.766 -1.529 2.869
F 7.414 -2.225 2.709
C 6.385 -1.518 2.302
C 6.556 -0.192 1.941
F 7.753 0.357 2.013
C 5.470 0.539 1.507
F 5.668 1.797 1.168
C 4.190 -0.026 1.429
Se 2.757 0.994 0.830
C 4.063 -1.366 1.809
F 2.867 -1.988 1.759
C 5.131 -2.112 2.232
F 4.983 -3.389 2.565
F 0.188 1.828 -0.410
As 0.571 1.861 -2.241
F 1.976 2.722 -1.805
F 1.416 0.375 -1.960
F 0.924 1.846 -3.897
F -0.871 0.931 -2.451
F -0.350 3.290 -2.272
Cl 1.627 4.845 0.683
C 0.504 4.686 2.007
Cl 1.170 5.284 3.508
Cl -1.038 5.463 1.634
C 0.243 3.237 2.183
N 0.046 2.115 2.289
*
```